# C26H28BrCrN6O4S2Si

A molecular structure, C26H28BrCrN6O4S2Si (ωB97M-V with the def2-TZVPD basis set, OMol25).

Structure (XYZ):
```
69
Properties=species:S:1:pos:R:3:forces:R:3:lowdin_charge:R:1
Cr 0.835652 2.223780 0.482564 0.2 0.3 0.2 0.33
C -1.614246 4.297944 0.332756 -0.1 0.0 0.0 -0.03
O -1.383836 2.905974 0.587756 0.2 -0.3 0.0 -0.19
C -2.250477 1.995578 0.018496 -0.2 0.0 0.1 -0.20
C -3.080649 2.267423 -1.048240 0.1 0.0 0.0 -0.04
C -3.834792 1.224328 -1.578001 0.0 0.0 0.0 -0.67
Br -4.972423 1.585748 -3.046426 0.0 0.0 0.0 0.76
C -3.751722 -0.052902 -1.079077 0.0 0.0 0.0 -0.06
C -2.930359 -0.317702 0.022904 0.0 0.0 -0.1 -0.07
C -2.220744 0.724028 0.601686 0.1 0.1 0.1 -0.21
O -1.430843 0.480481 1.681719 -0.3 0.0 0.1 0.01
C -2.788271 -1.711576 0.466624 0.0 0.0 0.0 -0.27
N -3.320353 -2.720336 -0.177718 0.0 0.0 0.0 0.17
C -2.873503 -3.846438 0.488744 0.0 0.0 0.0 -0.25
C -3.103100 -5.197005 0.218119 0.0 0.0 0.0 -0.02
C -2.488974 -6.126986 1.030073 0.0 0.0 0.0 -0.09
C -1.662976 -5.737673 2.100229 0.0 0.0 0.0 -0.09
C -1.429418 -4.408396 2.388625 0.0 0.0 0.0 -0.02
C -2.049355 -3.476761 1.559848 0.0 0.0 0.0 -0.20
N -2.013116 -2.101476 1.523430 0.0 0.0 0.0 0.19
H -2.611791 4.565502 0.681328 0.0 0.0 0.0 0.11
H -1.497640 4.522562 -0.725803 0.0 0.0 0.0 0.10
H -0.854422 4.832780 0.892241 0.0 0.0 0.0 0.10
H -3.135781 3.252739 -1.484422 0.0 0.0 0.0 0.11
H -4.306118 -0.869456 -1.518031 0.0 0.0 0.0 0.11
H -1.236241 1.288163 2.181492 0.2 0.0 0.0 0.06
H -3.740097 -5.491871 -0.605370 0.0 0.0 0.0 0.11
H -2.643503 -7.181881 0.845556 0.0 0.0 0.0 0.10
H -1.201097 -6.500527 2.712803 0.0 0.0 0.0 0.10
H -0.794233 -4.107927 3.211536 0.0 0.0 0.0 0.11
H -1.523392 -1.472817 2.140231 0.0 0.0 0.0 0.15
S 0.990269 2.296594 2.727444 0.0 0.0 -0.1 0.69
C 2.244350 1.130760 2.301740 0.0 0.0 -0.1 -1.04
S 3.061534 1.547073 0.846246 0.0 0.0 0.0 0.68
C 2.349354 -0.092549 2.915749 -0.1 0.0 0.0 -0.36
C 3.113493 -1.132893 2.308483 0.0 0.0 0.0 -0.23
N 3.668381 -1.987831 1.770984 0.0 0.0 0.0 0.17
C 1.515924 -0.444645 4.019524 0.1 0.0 0.0 -0.25
N 0.840110 -0.756354 4.898400 -0.1 0.0 0.0 0.16
C 1.480319 5.950759 -2.037298 0.0 0.0 0.0 -0.16
Si 2.315703 4.635684 -1.008416 0.0 0.0 0.0 0.33
C 3.126951 5.378774 0.489911 0.0 0.0 0.0 -0.16
C 3.521410 3.677321 -2.055828 0.0 0.0 0.0 -0.16
O 1.072107 3.628470 -0.503663 0.0 0.0 0.0 -0.44
H 2.213438 6.541973 -2.590510 0.0 0.0 0.0 0.03
H 0.903572 6.636917 -1.413201 0.0 0.0 0.0 0.03
H 0.800575 5.499926 -2.763858 0.0 0.0 0.0 0.03
H 3.917188 6.076637 0.203163 0.0 0.0 0.0 0.04
H 3.566400 4.598688 1.114002 0.0 0.0 0.0 0.02
H 2.399871 5.925959 1.094212 0.0 0.0 0.0 0.04
H 4.251144 4.353103 -2.508360 0.0 0.0 0.0 0.04
H 3.004573 3.155964 -2.864732 0.0 0.0 0.0 0.04
H 4.070199 2.938525 -1.469851 0.0 0.0 0.0 0.01
N 0.593979 0.448217 -0.322483 0.0 0.3 -0.5 0.13
C 0.744042 -0.575206 -0.846876 -0.2 -0.3 0.5 -0.16
N 0.951743 -1.769079 -1.292518 0.1 0.1 -0.2 -0.04
C -0.102439 -2.602539 -1.895578 0.0 0.0 0.0 -0.07
C 0.066097 -4.024619 -1.384782 0.0 0.0 0.0 -0.17
O 1.382548 -4.488956 -1.618071 0.0 0.0 0.0 -0.12
C 2.322128 -3.726707 -0.879981 0.0 0.0 0.0 -0.18
C 2.335105 -2.287558 -1.356773 0.0 0.0 0.0 -0.08
H 0.007672 -2.573364 -2.982435 0.0 0.0 0.0 0.14
H -1.077695 -2.205759 -1.621480 -0.1 0.0 0.0 0.12
H -0.613866 -4.689238 -1.914456 0.0 0.0 0.0 0.14
H -0.165960 -4.070541 -0.313051 0.0 0.0 0.0 0.12
H 3.300769 -4.176201 -1.036077 0.0 0.0 0.0 0.13
H 2.086994 -3.760256 0.190058 0.0 0.0 0.0 0.12
H 2.682484 -2.227323 -2.390870 0.0 0.0 0.0 0.14
H 2.967368 -1.675035 -0.714453 0.0 0.0 0.0 0.11
```
Positions in Å, forces in eV/Å.

Output
Net charge: 0
E_HOMO (spin up / spin down) in eV: -8.39 / -8.30
ΔE to the lowest compared entry with this formula, charge and spin in kcal per mole: 0.0
Spin multiplicity: 2
Kohn-Sham gap (spin up / spin down) in Ha: 0.2768 / 0.2857
DFT total energy in eV: -172561.224